Entry 1:
This record from the OMol25 dataset describes a single C9H14N6 molecule in a non-equilibrium geometry. The level of theory is wB97M-V/def2-TZVPD.

Results
Electronic energy in hartree: -679.7357
LUMO in eV: 0.5
Orbital gap in eV: 8.70
Relative energy (zero: lowest compared OMol25 entry of this formula, charge and spin) in kcal/mol: 62.7

Each line ends with the Löwdin charge.
Geometry (Å):
C1 -2.161 1.029 1.437  -0.10
N1 -2.598 -0.165 0.644  -0.29
C2 -3.773 0.072 -0.224  -0.11
C3 -1.617 -1.030 0.078  -0.24
C4 -0.825 -0.330 -1.002  -0.19
N2 0.379 -1.128 -1.273  0.04
C5 1.450 -1.033 -0.463  -0.41
N3 2.003 -2.145 -0.003  0.05
N4 3.214 -2.215 0.582  0.01
C6 3.673 -1.062 0.896  -0.12
C7 3.280 0.282 0.363  -0.10
C8 3.694 1.646 0.187  -0.12
N5 2.769 2.356 -0.484  0.07
C9 1.857 1.465 -0.795  -0.15
N6 1.984 0.165 -0.261  0.08
H1 -3.187 1.489 1.775  0.10
H2 -1.506 0.591 2.260  0.09
H3 -1.543 1.912 0.945  0.09
H4 -4.543 0.613 0.343  0.07
H5 -3.709 0.822 -0.992  0.06
H6 -4.160 -0.834 -0.725  0.09
H7 -0.939 -1.479 0.852  0.13
H8 -2.164 -2.018 -0.274  0.16
H9 -1.456 -0.320 -1.872  0.11
H10 -0.537 0.807 -0.894  0.11
H11 0.121 -2.140 -1.568  0.18
H12 4.717 -1.256 1.305  0.12
H13 4.681 2.114 0.475  0.12
H14 0.895 1.792 -1.312  0.13

***

Entry 2:
This record from the OMol25 dataset describes 4 unconnected molecules or ions with the total composition C2H12O4 in a non-equilibrium geometry. The level of theory is wB97M-V/def2-TZVPD.

Results
Electronic energy in hartree: -384.3127
LUMO in eV: 0.6
Orbital gap in eV: 10.28
Relative energy (zero: lowest compared OMol25 entry of this formula, charge and spin) in kcal/mol: 30.3

Each line ends with the Löwdin charge.
Geometry (Å):
C1 0.699 2.583 -0.911  -0.13
O1 0.393 1.787 0.262  -0.16
H1 0.186 2.120 -1.777  0.08
H2 0.364 3.552 -0.897  0.04
H3 1.707 2.460 -1.234  0.06
H4 -0.566 1.688 0.462  0.03
C2 1.553 -1.506 0.537  -0.13
O2 0.790 -2.487 -0.138  -0.14
H5 2.653 -1.526 0.262  0.10
H6 1.119 -0.495 0.367  0.07
H7 1.568 -1.750 1.568  0.06
H8 1.305 -2.860 -0.851  0.09
O3 -1.836 -1.582 -0.076  -0.10
H9 -0.898 -1.833 -0.286  0.02
H10 -2.380 -2.002 -0.810  0.09
O4 -2.112 0.977 0.992  -0.07
H11 -2.303 0.130 0.580  0.00
H12 -2.240 0.744 1.950  0.09

***

Entry 3:
This record from the OMol25 dataset describes a molecular structure, C16H14CaF18N3O21S6 in a non-equilibrium geometry. The level of theory is wB97M-V/def2-TZVPD.

Results
Electronic energy in hartree: -7226.4243
Charge: -1
LUMO in eV: -3.9
Orbital gap in eV: 2.82

Each line ends with the Löwdin charge.
Geometry (Å):
Ca1 0.918 1.592 0.093  1.92
C1 7.034 -1.051 0.055  -0.56
F1 6.744 -2.068 -0.739  0.13
F2 6.360 -1.237 1.275  0.06
F3 8.372 -0.976 0.274  0.12
S1 6.319 0.538 -0.871  0.72
O1 7.468 1.201 -1.543  -0.33
O2 5.339 0.038 -1.895  -0.39
N1 5.372 1.447 0.348  -0.35
S2 6.560 2.247 1.090  0.56
O3 6.124 2.578 2.420  -0.32
O4 7.920 1.645 1.109  -0.33
C2 6.615 3.874 -0.052  -0.62
F4 5.996 3.626 -1.177  0.13
F5 6.145 4.956 0.611  0.11
F6 7.915 4.135 -0.297  0.11
C3 0.669 7.779 3.139  -0.65
F7 1.936 7.397 3.476  0.10
F8 0.013 8.384 4.059  0.20
F9 0.892 8.613 2.119  0.10
S3 -0.300 6.190 2.602  0.69
O5 0.498 5.061 3.144  -0.39
O6 -1.684 6.305 3.074  -0.31
N2 -0.085 5.992 0.921  -0.35
S4 -0.885 7.068 0.129  0.59
O7 -1.852 6.329 -0.695  -0.34
O8 -1.405 8.225 0.922  -0.33
C4 0.477 7.772 -1.109  -0.71
F10 1.035 6.891 -1.865  0.16
F11 -0.108 8.632 -1.928  0.14
F12 1.460 8.341 -0.428  0.13
C5 -6.515 -0.218 2.242  -0.63
F13 -6.264 -1.506 2.548  0.11
F14 -7.822 0.078 2.486  0.10
F15 -5.718 0.469 2.998  0.17
S5 -6.269 0.187 0.329  0.68
O9 -6.963 1.449 0.166  -0.32
O10 -4.843 0.305 0.058  -0.35
N3 -7.193 -1.118 -0.459  -0.27
S6 -5.956 -2.001 -0.872  0.53
O11 -5.158 -1.343 -1.905  -0.33
O12 -5.229 -2.639 0.229  -0.33
C6 -6.830 -3.374 -1.715  -0.72
F16 -8.037 -3.740 -1.149  0.07
F17 -7.149 -3.110 -2.921  0.17
F18 -6.146 -4.496 -1.816  0.13
C7 1.122 0.479 -8.646  -0.10
C8 2.549 0.942 -8.211  -0.12
O13 2.225 1.723 -7.095  0.03
C9 0.978 1.304 -6.598  -0.56
O14 0.575 1.439 -5.449  0.11
O15 0.376 0.621 -7.473  0.10
H1 1.117 -0.548 -9.012  0.13
H2 0.570 1.031 -9.406  0.13
H3 3.023 1.537 -8.992  0.13
H4 3.147 0.103 -7.854  0.13
C10 1.121 -6.893 -2.089  -0.19
C11 0.136 -6.766 -3.264  -0.07
O16 -0.381 -5.476 -2.934  0.09
C12 0.405 -4.919 -2.022  -0.62
O17 0.308 -3.760 -1.621  0.11
O18 1.370 -5.668 -1.744  0.13
H5 2.045 -7.400 -2.368  0.14
H6 0.712 -7.467 -1.257  0.14
H7 -0.676 -7.493 -3.288  0.13
H8 0.565 -6.720 -4.265  0.13
C13 -3.530 -4.607 7.314  -0.01
C14 -2.039 -4.221 7.177  -0.34
C15 -1.151 -5.045 6.319  -0.14
O19 -0.905 -4.395 5.149  0.13
C16 -1.341 -3.198 5.255  -0.57
O20 -1.091 -2.313 4.466  0.14
O21 -2.003 -3.057 6.441  0.09
H9 -3.467 -5.490 7.951  0.08
H10 -3.853 -4.897 6.315  0.09
H11 -4.276 -3.879 7.631  0.09
H12 -1.675 -4.147 8.201  0.15
H13 -1.539 -6.039 6.096  0.14
H14 -0.188 -5.242 6.789  0.14

***

Entry 4:
This record from the OMol25 dataset describes 2 unconnected molecules or ions with the total composition C7H15NO4S in a non-equilibrium geometry. The level of theory is wB97M-V/def2-TZVPD.

Results
Electronic energy in hartree: -1029.4286
Spin multiplicity: 3
LUMO (alpha / beta) in eV: 0.6 / -1.7
Orbital gap (alpha / beta) in eV: 6.83 / 7.90

Each line ends with the Löwdin charge.
Geometry (Å):
C1 2.569 1.273 -1.329  0.04
C2 2.163 0.840 -0.145  -0.37
C3 2.022 1.757 1.033  -0.05
C4 -2.203 -2.190 0.422  -0.10
C5 1.813 -0.614 0.083  -0.24
C6 -1.694 -1.646 -0.905  -0.21
C7 -0.906 -0.393 -0.727  -0.47
N1 0.561 -0.906 0.716  0.13
O1 -3.171 0.900 -0.117  -0.26
O2 -1.038 2.146 -0.287  -0.27
O3 -1.525 0.806 1.682  -0.16
O4 -0.262 0.078 -1.798  0.04
S1 -1.757 0.969 0.099  0.64
H1 2.649 0.620 -2.182  0.07
H2 2.843 2.303 -1.490  0.07
H3 0.996 2.123 1.101  0.06
H4 2.673 2.622 0.921  0.08
H5 2.271 1.246 1.962  0.08
H6 -2.949 -1.518 0.844  0.06
H7 -2.660 -3.164 0.273  0.08
H8 -1.366 -2.293 1.108  0.06
H9 1.855 -1.166 -0.862  0.11
H10 2.580 -1.049 0.745  0.14
H11 -2.536 -1.426 -1.568  0.12
H12 -1.052 -2.379 -1.397  0.12
H13 -2.202 0.240 2.060  0.09
H14 0.333 -0.186 1.396  0.04
H15 -0.007 1.009 -1.638  0.09

***

Entry 5:
This record from the OMol25 dataset describes a molecular structure, C24H44Cl3N2O4PmSi in a non-equilibrium geometry. The level of theory is wB97M-V/def2-TZVPD.

Results
Electronic energy in hartree: -3629.9442
Spin multiplicity: 5
LUMO (alpha / beta) in eV: -0.3 / -0.3
Orbital gap (alpha / beta) in eV: 5.89 / 5.90
Relative energy (zero: lowest compared OMol25 entry of this formula, charge and spin) in kcal/mol: 89.4

Each line ends with the Löwdin charge.
Geometry (Å):
C1 2.548 -2.357 -6.387  -0.07
C2 2.027 -1.538 -7.520  -0.25
H1 2.023 -3.321 -6.315  0.07
H2 2.441 -1.793 -5.452  0.07
H3 3.613 -2.601 -6.533  0.09
C3 1.866 -2.062 -8.760  -0.12
C4 2.118 -3.496 -9.085  -0.11
H4 1.623 -1.423 -9.611  0.09
H5 1.556 -4.175 -8.422  0.08
H6 3.190 -3.761 -9.042  0.08
H7 1.791 -3.687 -10.115  0.07
Pm1 0.762 0.283 -1.947  1.26
Cl1 2.684 -1.056 -0.872  -0.19
Cl2 2.304 1.630 -3.515  -0.12
C5 -0.175 3.427 -2.446  -0.31
O1 -0.579 2.266 -2.120  -0.23
N1 -0.944 4.387 -2.927  -0.15
C6 -2.387 4.181 -3.110  0.00
C7 -0.346 5.576 -3.538  -0.02
H8 0.891 3.675 -2.361  0.11
H9 -2.825 3.770 -2.199  0.09
H10 -2.595 3.508 -3.950  0.09
H11 -2.824 5.159 -3.318  0.09
H12 0.498 5.915 -2.924  0.10
H13 -1.096 6.366 -3.597  0.09
H14 0.032 5.369 -4.551  0.11
H15 -1.071 -5.099 -0.091  0.10
H16 -0.562 -3.610 -3.368  0.07
C8 -1.937 -4.620 -0.556  -0.02
C9 -1.524 -3.853 -2.909  -0.03
N2 -1.524 -3.565 -1.475  -0.15
H17 -2.564 -4.209 0.234  0.09
C10 -1.162 -2.374 -1.038  -0.24
O2 -0.714 -1.471 -1.817  -0.23
H18 -2.304 -3.279 -3.423  0.09
H19 -1.264 -2.193 0.037  0.14
H20 -2.488 -5.362 -1.132  0.09
H21 -1.737 -4.916 -3.015  0.09
O3 0.817 -0.109 -5.975  -0.33
C11 1.679 -0.097 -7.143  -0.28
C12 0.185 0.352 -9.194  -0.09
C13 1.191 0.773 -8.313  -0.18
H22 -0.258 -0.634 -9.084  0.10
C14 -0.214 1.171 -10.264  -0.08
H23 2.599 0.353 -6.726  0.14
C15 1.818 2.008 -8.547  -0.04
H24 -1.025 0.839 -10.918  0.11
C16 0.388 2.410 -10.466  -0.10
C17 1.419 2.821 -9.608  -0.09
H25 2.629 2.304 -7.873  0.12
H26 0.049 3.080 -11.261  0.10
H27 1.924 3.775 -9.772  0.10
Si1 -0.954 -0.231 -6.016  -0.04
Cl3 -0.945 -2.315 -5.866  0.38
C18 -2.194 -0.266 -7.475  -0.24
C19 -0.765 1.782 -6.027  -0.20
C20 -1.902 0.187 -4.398  -0.23
H28 -2.150 0.606 -8.141  0.02
H29 -3.185 -0.264 -6.996  0.02
H30 -2.136 -1.182 -8.087  0.01
H31 -2.844 0.658 -4.732  0.04
H32 -1.400 0.925 -3.763  -0.03
H33 -2.149 -0.702 -3.800  -0.02
H34 -0.413 2.132 -7.005  0.00
H35 0.024 2.034 -5.302  -0.02
H36 -1.677 2.334 -5.771  0.00
C21 -0.987 1.713 2.387  -0.14
C22 -0.189 0.452 2.748  -0.14
C23 0.425 -0.056 1.449  -0.19
O4 0.075 0.884 0.365  -0.33
C24 -0.727 2.001 0.904  -0.14
H37 -2.058 1.568 2.551  0.11
H38 -0.684 2.556 3.009  0.11
H39 -0.830 -0.318 3.180  0.11
H40 0.602 0.683 3.464  0.12
H41 1.518 -0.132 1.470  0.08
H42 0.035 -1.041 1.166  0.09
H43 -1.660 2.051 0.324  0.12
H44 -0.160 2.933 0.766  0.12

***

Entry 6:
This record from the OMol25 dataset describes a molecular structure, CrH14O7 in a non-equilibrium geometry. The level of theory is wB97M-V/def2-TZVPD.

Results
Electronic energy in hartree: -1579.0166
Charge: +2
Spin multiplicity: 5
LUMO (alpha / beta) in eV: -6.7 / -6.7
Orbital gap (alpha / beta) in eV: 8.91 / 12.69
Relative energy (zero: lowest compared OMol25 entry of this formula, charge and spin) in kcal/mol: 4.9

Each line ends with the Löwdin charge.
Geometry (Å):
Cr1 2.434 7.794 23.386  0.84
O1 2.675 5.996 24.336  -0.03
H1 2.154 5.243 24.056  0.11
H2 3.163 5.681 25.097  0.12
O2 2.644 9.706 24.337  -0.05
H3 2.780 10.529 23.866  0.09
H4 2.589 9.962 25.257  0.10
O3 2.444 8.946 21.706  -0.02
H5 1.630 9.118 21.232  0.11
H6 3.059 9.599 21.371  0.12
O4 0.825 6.832 22.391  -0.05
H7 0.846 6.438 21.520  0.10
H8 -0.107 6.924 22.591  0.10
O5 3.372 6.332 21.736  -0.04
H9 3.932 6.651 21.028  0.09
H10 3.601 5.407 21.825  0.09
O6 4.529 8.037 23.674  -0.04
H11 4.987 7.199 23.607  0.09
H12 5.227 8.689 23.728  0.11
O7 0.737 8.001 24.570  -0.05
H13 -0.075 8.311 24.170  0.10
H14 0.542 7.956 25.506  0.11

***

Entry 7:
This record from the OMol25 dataset describes a molecular structure, C12H32B2KO6S2Sn in a non-equilibrium geometry. The level of theory is wB97M-V/def2-TZVPD.

Results
Electronic energy in hartree: -2587.8803
Spin multiplicity: 2
LUMO (alpha / beta) in eV: -1.3 / -1.2
Orbital gap (alpha / beta) in eV: 5.84 / 7.36

Each line ends with the Löwdin charge.
Geometry (Å):
Sn1 -20.043 -7.843 -16.359  1.11
K1 -16.364 -6.271 -13.908  0.78
B1 -18.429 -5.192 -15.496  -0.65
H1 -17.570 -5.567 -16.031  -0.06
H2 -18.233 -4.161 -15.245  -0.05
H3 -19.300 -5.184 -16.132  -0.08
H4 -18.643 -5.780 -14.617  -0.09
B2 -17.449 -8.865 -14.340  -0.53
H5 -16.779 -8.790 -13.498  -0.08
H6 -18.423 -8.452 -14.125  -0.11
H7 -17.130 -8.335 -15.224  -0.12
H8 -17.624 -9.902 -14.581  -0.06
C1 -17.810 -3.883 -18.453  -0.25
S1 -18.628 -2.703 -19.564  0.81
O1 -18.790 -3.313 -20.940  -0.57
C2 -20.323 -2.784 -18.860  -0.24
H9 -17.023 -4.291 -19.086  0.06
H10 -18.566 -4.615 -18.166  0.03
H11 -17.505 -3.360 -17.547  0.03
H12 -20.664 -3.816 -18.941  0.05
H13 -20.936 -2.099 -19.446  0.05
H14 -20.223 -2.400 -17.845  0.04
C3 -15.778 -9.834 -18.178  -0.24
S2 -16.067 -8.049 -18.640  0.87
O2 -17.531 -7.734 -18.282  -0.69
C4 -15.022 -7.294 -17.378  -0.27
H15 -16.620 -10.401 -18.574  0.05
H16 -15.789 -10.089 -17.118  0.05
H17 -14.854 -10.323 -18.485  0.05
H18 -15.193 -6.220 -17.320  0.05
H19 -13.961 -7.397 -17.609  0.06
H20 -15.102 -7.661 -16.355  0.04
O3 -15.422 -3.642 -14.042  0.02
C5 -15.452 -2.641 -14.758  -0.44
O4 -14.407 -2.274 -15.527  0.04
C6 -14.634 -1.068 -16.203  -0.16
C7 -16.158 -0.924 -16.209  -0.13
C8 -16.565 -1.650 -14.929  -0.06
H21 -14.311 -0.968 -17.239  0.13
H22 -14.166 -0.326 -15.556  0.13
H23 -16.682 -1.329 -17.075  0.10
H24 -16.409 0.136 -16.247  0.12
H25 -17.488 -2.202 -15.108  0.10
H26 -16.604 -1.126 -13.974  0.15
O5 -19.646 -0.803 -13.723  0.08
C9 -19.816 -1.870 -13.142  -0.46
O6 -19.222 -2.209 -11.996  0.06
C10 -19.287 -3.589 -11.929  -0.17
C11 -20.566 -4.052 -12.703  -0.12
C12 -20.605 -2.986 -13.824  -0.06
H27 -19.280 -3.830 -10.866  0.13
H28 -18.398 -4.085 -12.319  0.11
H29 -21.444 -4.109 -12.060  0.11
H30 -20.553 -5.027 -13.190  0.10
H31 -21.621 -2.838 -14.190  0.13
H32 -19.988 -3.308 -14.664  0.08

***

Entry 8:
This record from the OMol25 dataset describes 2 unconnected molecules or ions with the total composition C5H17N2O in a non-equilibrium geometry. The level of theory is wB97M-V/def2-TZVPD.

Results
Electronic energy in hartree: -385.1219
Charge: +1
LUMO in eV: -3.0
Orbital gap in eV: 10.62
Relative energy (zero: lowest compared OMol25 entry of this formula, charge and spin) in kcal/mol: 74.6

Each line ends with the Löwdin charge.
Geometry (Å):
N1 0.254 -1.435 -0.689  0.19
C1 -0.189 -0.029 -1.352  -0.19
C2 -1.211 0.745 -0.371  -0.17
C3 -0.573 1.394 0.870  -0.24
C4 -0.518 0.401 2.174  -0.07
C5 1.037 0.923 -1.480  -0.25
N2 2.218 0.270 -2.088  0.01
H1 0.211 -2.061 -1.433  0.11
H2 1.223 -1.303 -0.252  0.18
H3 -0.264 -1.743 0.236  0.14
H4 -0.603 -0.395 -2.297  0.14
H5 -2.135 0.117 -0.200  0.13
H6 -1.683 1.631 -0.863  0.12
H7 -1.201 2.239 1.152  0.10
H8 0.449 1.776 0.657  0.06
H9 0.252 0.855 2.849  0.09
H10 -0.065 -0.576 1.778  0.02
H11 -1.569 0.151 2.294  0.07
H12 0.524 1.766 -2.041  0.14
H13 1.368 1.512 -0.427  0.16
H14 2.257 0.444 -3.108  0.10
H15 3.008 0.704 -1.694  0.05
H16 -0.226 -2.859 2.284  0.05
H17 -1.799 -2.352 2.032  0.17
O1 -0.765 -2.173 1.970  -0.11